[1]
The following is a DFT calculation (wB97M-V/def2-TZVPD) of the ion C4H12N3S with charge -1.

Structure (XYZ):
```
20
C4H12N3S | the Open Molecules 2025 dataset | wB97M-V/def2-TZVPD
N 2.59890 0.99087 1.81111
C 1.42023 1.14368 0.96866
N 0.71203 -0.09999 0.72859
C -0.20380 -0.09045 -0.43028
C -0.51194 -1.56728 -0.74750
N -1.44147 -1.80417 -1.84262
C -1.46892 0.74674 -0.22818
S -2.23076 1.35200 -1.79263
H 3.23421 0.36816 1.32077
H 2.35220 0.50168 2.66481
H 0.76773 1.90637 1.40664
H 1.74561 1.51245 -0.00076
H 0.23336 -0.38351 1.57579
H 0.36443 0.35976 -1.24628
H -0.93723 -2.00043 0.16597
H 0.43326 -2.06130 -0.95084
H -1.28867 -1.09779 -2.55531
H -2.38794 -1.61824 -1.53664
H -2.19994 0.19708 0.36924
H -1.19129 1.64438 0.31946
```

For the frontier orbital gap, the calculation gives 6.23 eV. Its spin multiplicity is 1. Its SMILES is NCN[C@@H](CN)C[S-]. Its total charge is -1.

Partial atomic charges computed with the natural (NBO) method, in multiples of e:
1 N -0.834
2 C -0.049
3 N -0.659
4 C -0.087
5 C -0.204
6 N -0.858
7 C -0.545
8 S -0.732
9 H 0.347
10 H 0.338
11 H 0.153
12 H 0.179
13 H 0.339
14 H 0.189
15 H 0.160
16 H 0.171
17 H 0.379
18 H 0.360
19 H 0.170
20 H 0.183

[2]
The following is a DFT calculation (wB97M-V/def2-TZVPD) of a structure of composition C35H49BrF3N2O4P2SSe4Y.

Structure (XYZ):
```
102
C35H49BrF3N2O4P2SSe4Y | the Open Molecules 2025 dataset | wB97M-V/def2-TZVPD
Y 0.29756 1.14616 1.06313
C -2.38831 -1.55469 -3.97503
C -2.46780 -1.37802 -2.46183
C -1.72327 -2.51172 -1.75509
P -1.83868 0.25262 -1.78360
C -3.26696 1.42667 -2.08570
C -4.28195 1.13976 -3.19250
C -2.77465 2.87473 -2.16791
C -0.53443 0.73410 -2.95847
C -0.75040 1.37438 -4.18425
C 0.28466 1.85153 -4.96626
C 0.02090 2.56576 -6.26648
C 1.58697 1.68402 -4.48946
C 1.82445 1.04414 -3.29487
C 0.77528 0.53096 -2.50973
N 1.05933 -0.13499 -1.30421
C 1.86359 -1.21502 -1.47200
C 2.09648 -1.83483 -2.74040
C 2.98678 -2.87189 -2.90639
C 3.71001 -3.41073 -1.84140
C 4.70154 -4.53005 -2.02757
C 3.42437 -2.88937 -0.58954
C 2.51078 -1.85833 -0.37819
P 2.03847 -1.29662 1.25989
C 3.58856 -0.90418 2.20922
C 4.36121 -2.02975 2.89008
C 4.49922 -0.06986 1.30955
C 1.25726 -2.79029 2.04228
C 1.91600 -4.15817 1.85387
C -0.17451 -2.86891 1.50620
H -2.83598 -2.51035 -4.27040
H -1.34546 -1.55800 -4.29872
H -2.89877 -0.75842 -4.51703
H -3.51659 -1.41544 -2.14849
H -0.64611 -2.43984 -1.93122
H -2.05978 -3.48910 -2.11786
H -1.88678 -2.46570 -0.67772
H -3.79791 1.33020 -1.13058
H -3.85764 1.27818 -4.18976
H -5.12063 1.83700 -3.09735
H -4.68791 0.12923 -3.13516
H -2.46919 3.13034 -3.18332
H -1.91755 3.05302 -1.51878
H -3.57444 3.55785 -1.86852
H -1.76639 1.50637 -4.53707
H -1.03736 2.51894 -6.52814
H 0.59188 2.12603 -7.08834
H 0.30104 3.62034 -6.20022
H 2.42208 2.08077 -5.05915
H 2.83571 0.92997 -2.92412
H 1.57224 -1.46280 -3.61062
H 3.12669 -3.28129 -3.90407
H 4.93306 -4.67105 -3.08530
H 4.32383 -5.48386 -1.64474
H 5.64157 -4.32399 -1.50917
H 3.93697 -3.30727 0.27133
H 3.21233 -0.23825 2.99026
H 4.80319 -2.72498 2.17181
H 3.73616 -2.59374 3.58385
H 5.18227 -1.59321 3.46727
H 4.93555 -0.68385 0.51825
H 5.30523 0.37101 1.90179
H 3.94997 0.75332 0.84577
H 1.23660 -2.54437 3.10117
H 1.87349 -4.46011 0.80601
H 1.36096 -4.89921 2.43801
H 2.95569 -4.19244 2.17514
H -0.14924 -3.02049 0.42383
H -0.73710 -1.96014 1.72328
H -0.70878 -3.71170 1.95409
Se 2.19956 2.37871 2.89153
Se 2.97748 4.33587 1.87369
Se 1.11001 4.93494 0.59882
Se 1.08456 3.11091 -0.87058
C -0.52272 4.77164 4.19084
C -1.16721 3.41016 4.20585
N -2.08031 3.16526 5.19725
O -0.90279 2.55743 3.38855
H -1.24928 5.56021 4.39678
H -0.05048 4.92573 3.22343
H 0.25852 4.79355 4.95408
H -2.02933 3.72362 6.03126
H -2.30062 2.18204 5.31063
F -0.71502 -1.80355 6.52977
C -0.25964 -1.72015 5.27096
F -0.87359 -2.68062 4.56519
F 1.05066 -2.01823 5.30975
S -0.57046 -0.03145 4.59161
O -2.00877 0.05136 4.68220
O 0.18909 0.78960 5.49384
O -0.02791 -0.14054 3.22617
Br -6.72761 2.39341 1.93550
C -4.85906 2.07760 1.62151
C -4.35640 0.79661 1.75357
C -3.00215 0.59684 1.49819
C -2.10842 1.62082 1.15775
C -2.68877 2.89223 1.06063
C -4.04301 3.13728 1.27316
H -5.00073 -0.02283 2.04687
H -2.63664 -0.42432 1.60804
H -2.06147 3.74945 0.82338
H -4.45284 4.13607 1.18047
```

For the frontier orbital gap, the calculation gives 5.80 eV. Its spin multiplicity is 1. Its total charge is -2.

Mulliken population analysis, charges in e, atoms 1 to 99:
1 Y -0.602
2 C -1.620
3 C 0.191
4 C -1.294
5 P 1.347
6 C 1.416
7 C -1.644
8 C -1.677
9 C 0.778
10 C -0.308
11 C 0.892
12 C -1.845
13 C -1.083
14 C 1.063
15 C -2.563
16 N 1.146
17 C -1.207
18 C 0.178
19 C -1.245
20 C 0.684
21 C -1.641
22 C -0.079
23 C -0.495
24 P 1.164
25 C 0.806
26 C -1.611
27 C -1.571
28 C 1.071
29 C -1.928
30 C -1.532
31 H 0.514
32 H 0.177
33 H 0.248
34 H 0.619
35 H -0.017
36 H 0.506
37 H 0.276
38 H -0.238
39 H 0.187
40 H 0.491
41 H 0.348
42 H 0.500
43 H 0.078
44 H 0.434
45 H -0.041
46 H 0.350
47 H 0.364
48 H 0.315
49 H 0.310
50 H 0.553
51 H 0.329
52 H 0.266
53 H 0.372
54 H 0.284
55 H 0.348
56 H 0.349
57 H 0.092
58 H 0.221
59 H 0.282
60 H 0.489
61 H 0.248
62 H 0.443
63 H 0.185
64 H -0.040
65 H 0.382
66 H 0.494
67 H 0.358
68 H 0.337
69 H 0.033
70 H 0.566
71 Se -0.276
72 Se -0.258
73 Se -0.408
74 Se -0.225
75 C -1.172
76 C 0.407
77 N -0.362
78 O 0.638
79 H 0.401
80 H -0.088
81 H 0.355
82 H 0.208
83 H 0.255
84 F -0.258
85 C 0.403
86 F -0.230
87 F -0.245
88 S 1.306
89 O -0.788
90 O -0.691
91 O -0.002
92 Br -0.294
93 C -0.342
94 C -0.675
95 C -0.078
96 C 2.115
97 C -1.014
98 C -0.333
99 H 0.424

[3]
The following is a DFT calculation (wB97M-V/def2-TZVPD) of a structure of composition C2H4ClNO2 in a non-equilibrium geometry.

Structure (XYZ):
```
10
C2H4ClNO2 | the Open Molecules 2025 dataset | wB97M-V/def2-TZVPD
C -2.66868 -1.27673 -0.14814
C 0.60063 0.60629 -0.01172
N -1.95080 -0.11705 0.04208
O -3.85188 -1.28660 0.18659
O -0.37724 -0.22947 -0.72738
Cl -2.49024 1.51861 -0.05459
H -2.19271 -2.23412 -0.19108
H 1.62350 0.73032 -0.50585
H 0.75216 0.11393 0.97141
H 0.23424 1.62712 -0.01224
```

For the frontier orbital gap (alpha / beta), the calculation gives 9.44 / 9.44 eV. Its spin multiplicity is 1.

Partial atomic charges computed with the natural (NBO) method, in multiples of e:
1 C 0.464
2 C -0.288
3 N -0.232
4 O -0.540
5 O -0.396
6 Cl 0.211
7 H 0.181
8 H 0.219
9 H 0.190
10 H 0.192

[4]
The following is a DFT calculation (wB97M-V/def2-TZVPD) of a cluster of 11 separate species, C4H31NO11S2 in total in a non-equilibrium geometry.

Structure (XYZ):
```
49
C4H31NO11S2 | the Open Molecules 2025 dataset | wB97M-V/def2-TZVPD
C 3.48448 0.35033 -1.99506
S 2.98718 1.83938 -1.25812
S 3.48090 2.35697 0.56495
C 2.21828 1.58940 1.63409
C 0.89117 1.12432 1.10777
N 0.84572 0.44530 -0.20287
C -0.05692 0.27658 2.03773
O -1.18272 -0.30309 1.26744
H 3.21837 -0.60036 -1.46329
H 2.96305 0.27224 -2.86521
H 4.60863 0.36696 -2.16855
H 2.06388 2.68765 2.05646
H 2.77136 0.99225 2.46695
H 0.25070 2.15838 1.00618
H 0.81818 -0.50319 -0.12502
H -0.02372 0.68622 -0.75324
H -0.39369 0.63764 3.03819
H 0.58174 -0.58074 2.38274
H -1.58591 0.49475 0.87768
O -0.79247 3.80073 -0.99162
H -0.00135 3.67115 -1.56665
H -1.23731 4.55705 -1.47902
O -1.69111 -3.09603 1.39679
H -2.07668 -2.43216 2.00303
H -1.56152 -2.66830 0.59580
O -2.48502 -0.32815 -2.18275
H -1.60732 0.05364 -2.67988
H -3.03927 0.45165 -1.93509
O -0.30254 2.27612 4.73440
H -0.51519 1.33343 4.73836
H -0.40396 2.35673 3.84446
O -0.62447 0.77969 -3.68718
H -0.52814 1.08161 -4.67718
H 0.11238 0.10022 -3.61177
O 1.37360 -2.63948 -0.29464
H 0.79876 -3.33890 0.00112
H 1.74555 -2.23086 0.61344
O 0.77186 -1.49236 -3.43152
H 1.17461 -1.63174 -2.57747
H 0.42438 -2.40715 -3.83533
O -2.07336 -2.72947 -1.12361
H -1.95949 -1.91807 -1.71445
H -3.04905 -2.68489 -1.24334
O -3.55300 1.12591 1.44126
H -4.41074 1.37005 1.06470
H -3.53113 1.82438 2.12696
O 0.70377 -2.84211 2.24223
H -0.31463 -2.89632 2.08710
H 0.71218 -3.73733 2.53302
```

For the frontier orbital gap, the calculation gives 7.41 eV. Its spin multiplicity is 1. Its SMILES is CSSC[C@@H](N)CO.O.O.O.O.O.O.O.O.O.O.

Partial atomic charges computed with the natural (NBO) method, in multiples of e:
1 C -0.792
2 S 0.104
3 S 0.132
4 C -0.587
5 C -0.101
6 N -0.854
7 C -0.104
8 O -0.739
9 H 0.224
10 H 0.230
11 H 0.225
12 H 0.239
13 H 0.231
14 H 0.194
15 H 0.371
16 H 0.374
17 H 0.142
18 H 0.204
19 H 0.484
20 O -0.947
21 H 0.481
22 H 0.468
23 O -0.939
24 H 0.487
25 H 0.513
26 O -1.034
27 H 0.519
28 H 0.486
29 O -0.902
30 H 0.456
31 H 0.452
32 O -0.989
33 H 0.496
34 H 0.516
35 O -0.996
36 H 0.485
37 H 0.508
38 O -0.995
39 H 0.514
40 H 0.511
41 O -0.982
42 H 0.506
43 H 0.471
44 O -0.935
45 H 0.470
46 H 0.471
47 O -1.019
48 H 0.488
49 H 0.463

[5]
The following is a DFT calculation (wB97M-V/def2-TZVPD) of the molecule C4H7NO.

Structure (XYZ):
```
13
C4H7NO | the Open Molecules 2025 dataset | wB97M-V/def2-TZVPD
C 0.74545 -0.37249 0.70817
C -1.34762 -1.58883 -0.31085
O -0.68796 -0.19610 0.47648
C -0.80791 0.97996 -0.25728
N 0.24279 1.57553 -0.59584
C 1.37090 0.79772 -0.07191
H 0.89795 -0.31654 1.78674
H 0.97064 -1.37008 0.33410
H -1.36889 -1.14773 -1.33075
H -2.37715 -1.44502 0.06734
H -1.83347 1.24775 -0.48244
H 1.98438 1.44310 0.56106
H 1.99122 0.46562 -0.90858
```

For the frontier orbital gap, the calculation gives 8.80 eV. Its spin multiplicity is 1.

Partial atomic charges computed with the natural (NBO) method, in multiples of e:
1 C -0.094
2 C -0.489
3 O -0.411
4 C 0.374
5 N -0.412
6 C -0.290
7 H 0.201
8 H 0.243
9 H 0.109
10 H 0.125
11 H 0.213
12 H 0.214
13 H 0.216

[6]
The following is a DFT calculation (wB97M-V/def2-TZVPD) of the molecule C18H27N3S.

Structure (XYZ):
```
49
C18H27N3S | the Open Molecules 2025 dataset | wB97M-V/def2-TZVPD
S -0.78748 0.26070 -3.17602
C -0.18611 -0.22789 -1.70386
N 0.96482 -0.92920 -1.64109
C 1.76510 -1.25990 -2.80098
C 2.71846 -0.11618 -3.17044
C 3.81035 0.06580 -2.12126
C 4.59294 -1.23146 -1.94039
C 3.66101 -2.36463 -1.52161
C 2.54112 -2.55228 -2.54438
N -0.87306 -0.00071 -0.55556
C -1.91833 1.00272 -0.51629
C -1.34437 2.30150 0.07334
N -0.71319 2.13686 1.36691
C -1.54781 2.30488 2.54319
C -2.60477 1.25293 2.79495
C -3.87688 1.38097 2.24916
C -4.83330 0.40065 2.44749
C -4.53248 -0.72098 3.20148
C -3.27445 -0.85132 3.76456
C -2.31965 0.13039 3.56406
C 0.21554 1.03067 1.36772
C -0.38169 -0.26349 0.78057
H 1.41509 -1.06899 -0.75234
H 1.06135 -1.40820 -3.62764
H 2.13747 0.80042 -3.28359
H 3.17436 -0.34463 -4.13503
H 3.36555 0.36306 -1.16779
H 4.48472 0.86642 -2.43100
H 5.37477 -1.09689 -1.18966
H 5.07608 -1.49325 -2.88417
H 4.22461 -3.29554 -1.43031
H 3.24345 -2.14459 -0.53488
H 2.97629 -2.87844 -3.49033
H 1.85092 -3.32900 -2.20786
H -2.27397 1.17706 -1.53204
H -2.73972 0.62085 0.09578
H -2.12673 3.05635 0.14992
H -0.57714 2.67176 -0.61823
H -0.87182 2.34885 3.40335
H -2.02966 3.28231 2.44497
H -4.12162 2.25790 1.66636
H -5.81623 0.51398 2.01445
H -5.27791 -1.48659 3.35643
H -3.03667 -1.71791 4.36427
H -1.34199 0.02622 4.01486
H 0.56956 0.85696 2.38517
H 1.07328 1.32649 0.74841
H 0.34854 -1.07296 0.79552
H -1.23835 -0.58166 1.38381
```

For the frontier orbital gap, the calculation gives 8.29 eV. Its spin multiplicity is 1. Its SMILES is S=C(NC1CCCCC1)N1CCN(Cc2ccccc2)CC1.

Partial atomic charges computed with the natural (NBO) method, in multiples of e:
1 S -0.312
2 C 0.321
3 N -0.621
4 C -0.053
5 C -0.413
6 C -0.401
7 C -0.399
8 C -0.397
9 C -0.406
10 N -0.434
11 C -0.256
12 C -0.231
13 N -0.442
14 C -0.230
15 C -0.056
16 C -0.225
17 C -0.192
18 C -0.217
19 C -0.223
20 C -0.175
21 C -0.229
22 C -0.234
23 H 0.388
24 H 0.247
25 H 0.232
26 H 0.202
27 H 0.186
28 H 0.213
29 H 0.206
30 H 0.195
31 H 0.213
32 H 0.177
33 H 0.209
34 H 0.213
35 H 0.261
36 H 0.203
37 H 0.203
38 H 0.204
39 H 0.201
40 H 0.205
41 H 0.212
42 H 0.215
43 H 0.216
44 H 0.214
45 H 0.200
46 H 0.202
47 H 0.194
48 H 0.196
49 H 0.219

[7]
The following is a DFT calculation (wB97M-V/def2-TZVPD) of a structure of composition C7H11ClSi in a non-equilibrium geometry.

Structure (XYZ):
```
20
C7H11ClSi | the Open Molecules 2025 dataset | wB97M-V/def2-TZVPD
C 1.85687 1.80146 0.44493
C 1.08262 1.45435 -0.59949
C 2.30711 0.57938 1.13847
C 0.87192 0.06900 -0.63265
C 1.81904 -0.51158 0.52265
C -1.47360 -2.19525 -0.65650
C -1.76265 0.52881 0.78223
Si -1.12364 -0.32914 -0.75139
Cl -3.54530 0.56188 0.48988
H 2.40650 2.71614 0.74887
H 0.66915 2.05916 -1.44784
H 2.87659 0.68957 2.04103
H 1.26043 -0.44323 -1.56888
H 1.95313 -1.49380 0.77759
H -1.32958 -2.75398 -1.60287
H -0.76543 -2.57964 0.18542
H -2.50600 -2.38719 -0.38557
H -1.65186 0.34108 1.80092
H -1.50068 1.67259 0.71706
H -1.44460 0.22039 -2.00386
```

For the frontier orbital gap, the calculation gives 9.34 eV. Its spin multiplicity is 1.

Partial atomic charges computed with the natural (NBO) method, in multiples of e:
1 C -0.256
2 C -0.223
3 C -0.244
4 C -0.651
5 C -0.191
6 C -1.108
7 C -0.830
8 Si 1.414
9 Cl -0.093
10 H 0.218
11 H 0.222
12 H 0.211
13 H 0.264
14 H 0.203
15 H 0.248
16 H 0.245
17 H 0.251
18 H 0.249
19 H 0.251
20 H -0.180

Relative energy (zero: lowest compared OMol25 entry of this formula, charge and spin) across the listed records, respectively: 1.174; 1.310; 4.753; 2.087; 5.351; 0.324; 0.720 eV.